A molecular structure, C5H8O4Rb. Source: OMol25; level of theory: ωB97M-V/def2-TZVPD.

Geometry as XYZ:
```
18
Properties=species:S:1:pos:R:3:forces:R:3:mulliken_charge:R:1
H -2.1225 -2.9869 0.6540 -0.41 0.57 0.46 0.21
Rb -2.5484 0.8429 -1.4502 0.41 -0.41 0.70 0.92
O -1.8875 -3.4465 2.6204 0.46 1.36 -0.87 -0.56
O -1.7774 -0.5637 1.4176 0.36 0.09 -0.65 -0.84
C -0.4847 -0.4464 1.8892 -0.63 -0.31 -0.54 -0.38
C 0.4130 -1.5423 1.2849 0.67 0.05 -0.30 -0.24
O -0.2252 -2.8219 1.2117 0.67 0.79 0.90 -0.33
C -1.5274 -2.9146 1.5851 -1.13 -2.33 -0.08 0.35
H -0.0114 0.5278 1.6281 0.15 -0.12 0.13 0.23
H -0.4484 -0.5348 2.9922 0.10 -0.01 -0.08 0.24
H 1.3601 -1.6243 1.8352 -0.19 -0.22 0.25 0.24
H 0.7352 -1.3705 0.2508 -0.28 0.61 -0.10 0.14
C 1.5514 3.4020 -2.2401 0.46 0.25 0.91 -0.60
C 1.2846 2.3521 -3.1247 -1.23 -1.83 -0.68 0.26
O 0.1472 1.8381 -3.2828 1.01 0.73 0.49 -0.49
H 2.5476 3.8438 -2.2177 -0.34 -0.03 0.02 0.30
H 2.1304 1.8516 -3.6403 -0.18 0.56 -0.07 0.32
H 0.8633 3.5936 -1.4133 0.08 0.25 -0.51 0.24
```
Forces are in eV/Å.

Its HOMO energy (spin up / spin down) is -6.881 / -6.881 eV. Its orbital gap (spin up / spin down) is 0.218 / 0.150 Ha. As for the multiplicity: 2. The molecular weight comes out at 217.6 u. As for the charge: 0. For the strongest force on any atom, the calculation gives 2.59 eV/Å.

***

2 unconnected molecules or ions with the total composition Cl2H4Si3. Source: OMol25; level of theory: ωB97M-V/def2-TZVPD.

Geometry as XYZ:
```
9
Properties=species:S:1:pos:R:3:forces:R:3:mulliken_charge:R:1
Si 0.3305 0.2331 -0.3265 -1.10 0.59 0.11 0.15
Si -2.0144 -0.1112 0.3575 1.32 0.61 1.98 0.32
Si 3.6676 1.5951 -0.2805 -0.41 -0.48 0.16 0.29
Cl -3.1956 -1.7423 0.0814 -0.12 -0.77 -0.51 -0.24
Cl 4.2840 -0.3182 0.2636 -0.13 0.45 -0.14 -0.17
H 0.2246 0.1336 -1.7499 -0.05 0.28 -1.28 -0.08
H 1.4444 -0.6467 -0.1457 0.40 -1.07 0.74 -0.08
H -2.8808 0.9992 -0.1009 0.35 0.08 -0.01 -0.09
H -1.8603 -0.1425 1.9009 -0.26 0.32 -1.06 -0.09
```
Forces are in eV/Å.

Its HOMO energy (spin up / spin down) is -7.371 / -8.012 eV. Its orbital gap (spin up / spin down) is 0.211 / 0.244 Ha. The molecular weight comes out at 159.2 u. As for the charge: 0. For the strongest force on any atom, the calculation gives 2.46 eV/Å.

***

A molecular structure, C9H9Cl2N11PtS. Source: OMol25; level of theory: ωB97M-V/def2-TZVPD.

Geometry as XYZ:
```
33
Properties=species:S:1:pos:R:3:forces:R:3:mulliken_charge:R:1
Pt -0.7779 1.1762 -0.0134 -0.14 0.21 -0.18 0.25
Cl 0.8578 2.6829 -0.8886 0.16 -0.18 0.07 -0.14
C 0.8101 2.7316 -2.6989 -0.15 0.10 -0.08 -0.32
Cl -0.3722 1.6468 -3.3701 0.00 -0.05 -0.01 -0.08
H 1.8014 2.4501 -3.0311 0.02 0.02 0.03 0.36
H 0.5566 3.7559 -2.9468 -0.04 -0.01 0.04 0.32
N -3.8001 1.9088 1.3486 0.06 -0.01 0.01 -0.14
C -3.4627 0.5852 1.2173 -0.10 0.14 0.03 0.49
N -4.2606 -0.4110 1.5305 0.00 -0.07 0.02 -0.46
N -3.5560 -1.5201 1.2361 0.07 0.07 0.01 -0.58
N -2.4031 -1.2195 0.7712 0.17 -0.11 0.02 -0.09
N -2.2899 0.1325 0.7608 0.09 -0.06 -0.15 0.04
C -3.2177 2.8701 0.5575 -0.10 -0.05 0.16 0.48
N -3.7010 4.0752 0.3600 -0.01 0.06 -0.10 -0.50
N -2.8088 4.6628 -0.4650 0.05 -0.08 -0.01 -0.52
N -1.8435 3.8709 -0.7462 -0.04 -0.02 -0.04 -0.12
N -2.0745 2.6928 -0.0981 0.18 -0.02 0.00 0.27
H -4.7383 2.0950 1.6645 0.00 0.00 -0.01 0.28
N 3.3740 -4.6133 0.3866 -0.10 0.05 -0.09 -0.29
C 3.7340 -3.3330 0.5560 0.11 -0.12 0.04 0.20
S 5.2733 -2.9220 0.9413 0.11 0.08 0.03 -0.38
C 2.6516 -2.3116 0.3869 -0.15 0.01 -0.04 1.24
C 1.3437 -2.6365 0.0628 -0.14 -0.02 -0.07 -0.81
C 0.3863 -1.6461 -0.0854 0.00 0.04 -0.20 -0.42
N 0.6617 -0.3477 0.0814 0.00 -0.02 0.27 -0.40
C 1.9284 -0.0289 0.4066 0.03 -0.01 0.13 -0.10
C 2.9277 -0.9620 0.5589 0.09 0.09 0.01 -0.72
H 4.0875 -5.3181 0.4626 0.01 -0.01 0.02 0.21
H 2.4633 -4.8882 0.0676 -0.01 -0.02 0.03 0.16
H 1.0074 -3.6533 -0.0783 -0.03 0.01 -0.01 0.28
H -0.6352 -1.8904 -0.3244 -0.07 -0.02 0.05 0.62
H 2.1489 1.0143 0.5663 -0.04 -0.01 0.02 0.47
H 3.9278 -0.6493 0.8229 -0.02 0.01 0.00 0.41
```
Forces are in eV/Å.

Its HOMO energy is -8.499 eV. Its orbital gap is 0.254 Ha. The molecular weight comes out at 569.3 u. As for the charge: 0. For the strongest force on any atom, the calculation gives 0.31 eV/Å.

***

9 unconnected molecules or ions with the total composition C44H113N11O16. Source: OMol25; level of theory: ωB97M-V/def2-TZVPD.

Geometry as XYZ:
```
184
Properties=species:S:1:pos:R:3:forces:R:3:mulliken_charge:R:1
C -0.0865 -4.0214 -1.1172 0.59 0.40 0.75 -0.48
O 0.7148 -4.4828 -0.0276 -0.14 -0.25 -0.45 -0.06
C 0.0787 -5.5468 0.6281 -0.99 -0.17 1.67 -0.42
C 1.0211 -6.0844 1.7223 -0.66 -0.64 -1.32 -0.55
N 0.4329 -7.1210 2.5450 -0.04 -0.69 -0.05 -0.28
C 1.3601 -7.6198 3.5662 -1.03 0.96 0.85 -0.60
C 0.8400 -8.9071 4.2212 0.01 2.20 -0.49 -0.58
O 0.8724 -9.9341 3.2700 -0.25 -0.61 0.59 -0.32
C 0.6414 -11.1861 3.8956 0.49 -0.52 -0.05 -0.77
H -1.1195 -3.9647 -0.7676 -0.18 -0.11 -0.46 0.45
H 0.0741 -4.6507 -1.9937 -0.38 -0.06 -0.05 0.32
H 0.2458 -3.0049 -1.3324 -0.01 -0.04 -0.17 -0.25
H -0.3474 -6.3311 -0.0109 0.85 -0.19 -0.51 0.37
H -0.8548 -5.2162 1.1104 0.10 0.49 0.20 0.10
H 1.2835 -5.2619 2.3871 0.43 0.06 -0.22 0.23
H 1.8471 -6.4966 1.1293 0.68 0.38 0.46 0.32
H 0.0571 -7.9107 2.0339 0.20 0.16 -0.42 0.27
H 1.2835 -6.8071 4.2998 0.37 -0.34 0.54 0.40
H 2.4280 -7.6579 3.3232 -0.06 -0.39 -0.61 0.25
H -0.1924 -8.6851 4.5166 -0.10 -0.25 0.08 0.34
H 1.4145 -9.0233 5.1460 0.22 -0.76 -0.17 0.40
H 0.1703 -11.8934 3.2138 0.05 0.22 -0.25 0.24
H 0.0166 -11.1445 4.7908 -0.12 0.38 -0.05 0.34
H 1.6093 -11.5987 4.1962 -0.03 -0.13 0.08 0.28
C 3.0559 1.2664 -4.0692 -1.03 -0.69 0.53 -0.73
O 3.1174 1.3695 -2.6694 -0.02 0.00 0.46 0.80
C 3.9113 2.3951 -2.0830 -1.86 -0.32 -0.55 -1.42
C 3.4609 2.4959 -0.6209 2.33 0.21 -0.58 0.07
N 3.5393 1.2224 0.0849 -0.97 0.18 0.24 0.26
C 3.3583 1.2600 1.5421 0.03 -0.40 -0.78 -0.79
C 4.1364 2.3439 2.2916 -0.09 0.25 0.42 -0.68
O 5.4474 2.5423 1.7975 0.45 -0.73 -0.20 -0.30
C 6.1970 3.5776 2.4363 -0.89 -0.65 0.01 -0.82
H 4.0581 1.1549 -4.4852 -0.19 0.10 -0.44 0.35
H 2.3865 1.9875 -4.5536 0.72 0.81 0.10 -0.06
H 2.4224 0.3817 -4.1834 0.66 -0.45 -0.39 0.08
H 3.5844 3.3127 -2.5853 0.56 0.39 0.17 0.52
H 4.9806 2.2238 -2.2331 0.05 -0.12 0.16 0.46
H 2.5032 3.0129 -0.6092 -0.18 -0.19 0.47 -0.18
H 4.2690 3.1473 -0.2596 -0.57 0.55 0.57 0.42
H 4.3559 0.6995 -0.2030 0.16 0.02 0.06 -0.19
H 3.4918 0.2416 1.9158 0.94 0.06 -0.01 0.59
H 2.2862 1.3185 1.7660 -0.08 0.88 0.02 0.15
H 4.1500 2.0557 3.3484 0.13 0.06 0.16 0.59
H 3.5866 3.2900 2.2369 -0.08 0.15 -0.10 0.24
H 6.2166 3.4199 3.5175 -0.23 0.21 0.13 0.31
H 5.7210 4.5200 2.1621 0.27 0.34 0.28 0.30
H 7.2361 3.5363 2.1201 -0.13 -0.04 -0.43 0.25
C -8.2102 4.6375 -4.7889 -0.33 -0.32 -1.15 -0.79
O -7.1546 3.7580 -4.4845 0.34 0.18 0.91 -0.33
C -7.5244 2.7802 -3.5228 -0.38 -1.19 -0.40 -0.45
C -6.4051 1.7295 -3.2817 -0.04 0.75 -0.09 -0.71
N -5.1283 2.3104 -3.6321 -0.06 -0.01 0.72 -0.18
C -4.0746 1.2904 -3.8091 -0.66 1.89 -0.66 -0.72
C -2.8302 2.0810 -4.2315 0.51 -0.42 0.37 -0.38
O -2.8836 2.4818 -5.5811 -0.63 0.61 -0.41 -0.43
C -2.1707 1.6777 -6.4807 0.98 -0.64 0.35 -0.56
H -7.8380 5.5753 -5.2023 0.36 0.12 0.63 0.24
H -8.9028 4.7783 -3.9590 0.14 0.22 0.10 0.32
H -8.7668 4.2443 -5.6504 -0.33 -0.31 0.25 0.29
H -8.3801 2.2444 -3.9477 -0.19 -0.10 0.15 0.34
H -7.8663 3.1605 -2.5576 0.21 0.72 -0.10 0.35
H -6.6268 0.8031 -3.8312 0.01 0.01 -0.20 0.29
H -6.3782 1.4627 -2.2215 -0.19 -0.05 0.00 0.27
H -5.2789 2.8414 -4.4819 0.43 -0.05 -0.10 0.24
H -4.5002 0.6919 -4.6218 0.94 -0.96 0.13 0.53
H -3.9149 0.7805 -2.8601 -0.03 -0.29 -0.15 0.31
H -1.8768 1.5976 -3.9876 -0.08 -0.49 -0.30 0.59
H -2.7853 2.9931 -3.6308 -0.35 0.10 0.00 0.15
H -2.4119 1.8605 -7.5265 -0.51 0.28 0.19 0.26
H -2.3031 0.6129 -6.2632 -0.10 -0.04 -0.09 0.28
H -1.0980 1.8915 -6.3783 0.08 -0.09 0.01 0.12
C 2.0252 7.2247 -1.4485 2.30 0.04 -0.51 -0.72
O 1.7563 5.8450 -1.3221 -1.44 0.82 0.10 -0.20
C 0.3725 5.5599 -1.1280 -0.03 -2.11 1.34 0.91
C -0.4250 5.3135 -2.3809 0.72 0.57 -1.27 -0.70
N 0.2571 4.3658 -3.2680 0.95 0.38 0.17 0.55
C -0.0744 4.4726 -4.6873 -0.91 -0.68 0.21 -0.26
C 0.0107 5.8215 -5.3793 0.56 -0.79 0.63 -1.09
O 1.3321 6.2894 -5.1204 -0.52 0.77 -0.31 -0.25
C 1.5241 7.6282 -5.5407 -0.36 0.17 0.05 -0.92
H 1.8198 7.6552 -2.4327 -0.47 -0.22 -0.03 0.11
H 3.1188 7.2077 -1.3711 0.01 0.46 -0.15 0.29
H 1.7223 7.9271 -0.6675 -0.73 -0.56 0.25 0.31
H -0.1235 6.2524 -0.4454 0.09 0.41 -0.28 0.70
H 0.3962 4.6252 -0.5569 -0.04 -0.07 -0.06 -1.47
H -0.4559 6.3197 -2.8241 -0.63 -0.09 -0.40 0.27
H -1.4144 4.8791 -2.2398 -0.20 0.61 0.59 0.19
H 1.2531 4.5297 -3.1564 0.03 0.05 -0.11 0.10
H -1.1140 4.1390 -4.7625 -0.01 -0.08 -0.36 -0.01
H 0.5379 3.7511 -5.2300 0.05 -0.04 0.06 0.25
H -0.8029 6.4428 -4.9925 0.38 0.60 0.06 0.37
H -0.1728 5.6699 -6.4463 0.10 0.11 -0.13 0.58
H 1.4798 7.7579 -6.6262 0.18 -0.29 -0.12 0.32
H 2.4792 7.9912 -5.1671 0.07 -0.16 -0.02 0.26
H 0.7325 8.2789 -5.1535 -0.02 -0.01 0.24 0.36
C 2.8082 3.6004 6.0826 0.25 -0.17 0.64 -0.51
O 1.6886 2.7483 6.1338 -0.31 -0.27 -0.19 -0.39
C 0.5018 3.3152 5.5456 1.18 0.34 0.13 -0.72
C 0.5985 3.4529 4.0225 -0.59 0.24 0.67 0.72
N -0.1821 4.6185 3.5909 -0.07 0.00 -0.09 -0.50
C -0.3113 4.7139 2.1245 1.84 -0.97 0.48 -0.68
C -0.9239 3.4584 1.4694 -0.76 0.55 -0.08 -0.33
O -1.8681 3.9815 0.5548 -0.14 0.42 -0.44 -0.28
C -2.9933 3.2328 0.1457 0.17 -0.51 0.72 -0.81
H 3.2664 3.6134 5.0920 -0.02 0.38 -0.05 0.10
H 3.5694 3.2509 6.7833 -0.11 -0.54 -0.12 0.27
H 2.5986 4.5962 6.4889 -0.34 0.25 -0.54 0.32
H 0.4556 4.3254 5.9629 -0.68 0.03 0.08 0.33
H -0.3297 2.6777 5.8305 -0.04 0.19 0.24 0.30
H 0.1276 2.5804 3.5744 0.58 -0.18 -0.20 0.17
H 1.6735 3.5480 3.8379 -0.06 -0.25 -0.76 -0.51
H 0.3751 5.4287 3.8430 -0.30 0.14 0.30 0.33
H 0.7244 4.8064 1.7622 0.00 0.01 -0.48 0.32
H -0.7847 5.6507 1.8430 -0.58 -0.31 0.04 0.34
H -1.3753 2.7706 2.1921 -0.32 0.32 0.21 0.87
H -0.2029 2.8401 0.9245 0.27 0.21 0.04 -0.04
H -2.7463 2.1799 -0.0300 0.10 0.04 -0.48 0.18
H -3.3959 3.7448 -0.7256 -0.04 -0.28 -0.11 0.27
H -3.7595 3.1940 0.9285 -0.03 0.27 0.06 0.35
C 4.7080 -4.4418 2.5588 -0.90 0.69 -0.72 -0.40
O 5.2522 -4.5193 1.2553 0.99 0.21 0.57 -0.42
C 4.3936 -4.3499 0.1549 -0.98 -1.25 0.15 -0.31
C 4.2454 -2.9350 -0.3842 0.42 0.21 -0.30 0.18
N 3.9951 -2.9148 -1.8324 0.81 0.37 0.57 -0.42
C 4.1356 -1.5565 -2.3861 -0.48 -0.59 -0.39 0.24
C 5.5440 -0.9846 -2.3750 -0.91 0.65 -0.69 -1.31
O 5.8711 -0.3264 -1.1692 0.31 -0.82 1.08 -0.08
C 7.2430 -0.0145 -1.0689 0.20 0.43 -1.51 -1.05
H 4.0880 -5.3118 2.7909 0.18 -0.21 0.08 0.06
H 4.0423 -3.5733 2.6182 -0.03 0.09 0.17 0.23
H 5.4962 -4.2923 3.2915 0.18 -0.26 -0.14 0.29
H 3.4139 -4.7873 0.3888 -0.21 0.34 0.19 -0.16
H 4.7555 -5.0742 -0.5786 0.34 0.61 -0.47 0.34
H 5.1751 -2.3862 -0.2298 0.15 -0.24 0.08 0.36
H 3.4976 -2.3475 0.1648 -0.24 -0.16 0.15 -0.05
H 3.1013 -3.3309 -2.0557 -0.12 0.21 -0.04 0.34
H 3.4188 -0.8328 -1.9907 0.05 0.04 0.22 -0.36
H 3.9206 -1.6645 -3.4527 -0.17 0.10 -0.06 0.35
H 5.5682 -0.1653 -3.1063 -0.01 -0.30 -0.49 0.54
H 6.1904 -1.7882 -2.7422 0.59 0.11 0.65 0.48
H 7.4795 0.4986 -0.1418 -0.19 -0.38 0.22 0.28
H 7.5066 0.6701 -1.8899 -0.07 0.31 0.06 0.36
H 7.8744 -0.8741 -1.3098 -0.03 -0.28 0.72 0.33
C -4.4221 -5.3998 8.3443 -0.27 -0.25 -0.94 -0.67
O -4.5211 -6.4078 7.3447 0.38 -0.15 -0.03 -0.33
C -5.7428 -6.4672 6.6286 0.13 0.46 1.37 -0.63
C -6.0415 -5.2596 5.7732 -0.51 -1.31 -1.46 -0.59
N -5.2021 -5.1890 4.5738 1.16 1.03 -0.02 -0.27
C -5.1860 -3.8412 3.9946 -1.36 0.12 -0.17 -0.61
C -4.5471 -3.7082 2.6182 0.59 -0.88 0.54 -0.46
O -4.3133 -2.3514 2.2962 -0.06 -0.57 -0.03 -0.35
C -3.3934 -2.2417 1.2547 0.99 1.01 -1.48 -0.67
H -5.2149 -5.4961 9.0906 0.02 -0.11 0.17 0.29
H -4.5005 -4.4076 7.8935 0.09 0.13 0.09 0.27
H -3.4335 -5.5111 8.7797 -0.08 0.01 0.18 0.23
H -6.5475 -6.5172 7.3757 -0.21 -0.14 -0.04 0.39
H -5.7495 -7.4110 6.0857 0.16 0.13 -0.22 0.30
H -6.0376 -4.3543 6.3758 0.26 0.16 -0.28 0.47
H -7.0686 -5.4414 5.4268 -0.35 0.42 0.34 0.35
H -5.4583 -5.8505 3.8540 -0.28 -0.23 0.30 0.24
H -4.7628 -3.1660 4.7375 0.27 0.13 -0.25 0.31
H -6.2238 -3.5255 3.8077 -0.15 0.36 0.41 0.26
H -5.1736 -4.1831 1.8555 -0.22 0.08 -0.04 0.27
H -3.6271 -4.3068 2.6320 0.34 0.31 -0.09 0.29
H -2.4267 -2.7177 1.4457 -0.03 -0.04 0.41 0.29
H -3.2012 -1.1986 0.9901 0.05 0.21 0.86 0.21
H -3.6617 -2.5629 0.2365 -0.85 -0.85 0.36 0.37
N -0.0936 -0.9929 -3.9631 1.16 0.21 -0.13 0.15
C -1.2504 -1.6733 -4.1132 -1.21 0.16 -0.96 0.38
N -2.0574 -1.6170 -3.0268 -0.03 -0.55 -0.32 0.05
O -1.5989 -2.1700 -5.1874 0.36 0.04 0.62 -0.76
H 0.5893 -1.1293 -4.6890 0.01 0.01 0.11 0.18
H 0.2212 -0.7146 -3.0493 0.17 0.04 0.00 -0.20
H -2.9775 -1.9819 -3.1991 -0.02 0.08 0.46 0.22
H -1.7384 -1.1843 -2.1718 -0.49 0.08 0.25 0.07
N 0.0484 1.6749 -1.3524 -1.68 -0.22 0.69 1.52
C -0.1214 0.4582 -0.7660 0.78 0.06 -1.37 -0.62
N 1.0758 -0.1418 -0.5412 -0.34 -0.76 0.87 1.08
O -1.2086 -0.1227 -0.6634 0.09 0.42 0.27 -0.67
H 0.9595 2.0512 -1.5186 0.06 0.22 -0.27 -0.98
H -0.8069 2.2034 -1.4266 0.42 0.45 -0.38 -0.41
H 0.9132 -1.0595 -0.1456 0.54 0.09 0.25 0.24
H 1.8825 0.4314 -0.2196 0.02 -0.68 -0.54 -0.34
```
Forces are in eV/Å.

Its HOMO energy is -8.296 eV. Its orbital gap is 0.320 Ha. The molecular weight comes out at 1052.4 u. As for the charge: 0. The SMILES is COCCNCCOC.COCCNCCOC.COCCNCCOC.COCCNCCOC.COCCNCCOC.COCCNCCOC.COCCNCCOC.NC(N)=O.NC(N)=O. For the strongest force on any atom, the calculation gives 2.51 eV/Å.